The following is a quantum chemistry calculation of a molecular structure, C57H49CoOP3Si in a non-equilibrium geometry, from the OMol25 dataset.

Geometry as XYZ:
```
112
Properties=species:S:1:pos:R:3:mulliken_spin:R:1
Co 0.77 0.14 0.25 2.72
C -5.72 4.34 -0.19 0.00
C -5.59 3.49 0.94 0.00
C -4.55 2.59 1.00 0.00
C -3.58 2.57 -0.02 0.02
C -3.64 3.46 -1.08 0.00
C -4.72 4.32 -1.17 0.00
P -2.33 1.30 0.20 0.06
C -0.95 2.05 -0.71 -0.03
C 0.07 2.55 0.10 0.06
C 1.14 3.21 -0.46 -0.01
C 1.15 3.50 -1.82 0.01
C 0.11 3.04 -2.64 -0.01
C -0.91 2.28 -2.08 0.08
C -3.03 0.00 -0.87 -0.15
C -4.06 0.28 -1.77 0.00
C -4.52 -0.74 -2.59 0.01
C -4.01 -2.03 -2.47 0.00
C -3.00 -2.30 -1.58 0.02
C -2.49 -1.29 -0.76 0.18
Si -0.94 -1.59 0.23 0.15
C 0.00 -2.85 -0.78 0.06
C -0.07 -4.24 -0.57 0.02
C 0.41 -5.12 -1.55 0.00
C 0.91 -4.68 -2.76 0.01
C 1.06 -3.30 -2.94 0.00
C 0.66 -2.41 -1.94 -0.07
P 1.07 -0.66 -2.18 0.06
C 0.22 -0.24 -3.73 0.02
C -1.01 -0.85 -4.05 0.03
C -1.72 -0.50 -5.18 -0.01
C -1.24 0.51 -6.02 0.02
C -0.01 1.10 -5.74 -0.01
C 0.69 0.73 -4.59 0.00
C 2.83 -0.50 -2.60 0.04
C 3.35 0.79 -2.56 0.03
C 4.70 1.01 -2.69 0.00
C 5.56 -0.07 -2.88 0.01
C 5.04 -1.35 -3.00 0.00
C 3.68 -1.57 -2.80 0.00
C -1.04 -2.29 1.96 0.14
C -1.78 -3.41 2.30 -0.01
C -1.66 -4.04 3.54 0.01
C -0.76 -3.56 4.45 0.00
C -0.03 -2.38 4.17 0.00
C -0.18 -1.74 2.95 -0.09
P 0.37 -0.03 2.73 0.04
C 1.74 0.47 3.79 0.05
C 2.81 1.06 3.13 0.04
C 3.83 1.67 3.83 0.01
C 3.86 1.60 5.22 0.00
C 2.82 0.95 5.90 0.00
C 1.77 0.43 5.16 0.00
C -0.93 0.92 3.55 0.03
C -0.65 2.27 3.75 0.01
C -1.62 3.13 4.26 -0.01
C -2.87 2.65 4.63 0.01
C -3.14 1.29 4.42 -0.01
C -2.18 0.46 3.84 0.03
H -6.59 4.97 -0.28 0.00
H -6.31 3.56 1.73 0.00
H -4.37 1.95 1.83 0.00
H -2.88 3.54 -1.86 0.00
H -4.82 5.00 -1.99 0.00
H -0.02 2.52 1.17 -0.01
H 1.96 3.55 0.20 0.00
H 1.99 4.08 -2.22 0.00
H 0.13 3.27 -3.69 0.00
H -1.69 1.83 -2.71 0.00
H -4.47 1.28 -1.84 0.00
H -5.27 -0.50 -3.35 0.00
H -4.41 -2.83 -3.09 0.00
H -2.54 -3.28 -1.62 0.00
H -0.49 -4.67 0.32 0.00
H 0.32 -6.18 -1.36 0.00
H 1.23 -5.41 -3.50 0.00
H 1.46 -2.88 -3.85 0.00
H -1.35 -1.65 -3.44 0.01
H -2.58 -1.05 -5.51 0.00
H -1.80 0.80 -6.90 0.00
H 0.36 1.85 -6.43 0.00
H 1.64 1.22 -4.37 0.00
H 2.65 1.62 -2.38 -0.01
H 5.04 2.02 -2.66 0.00
H 6.65 0.11 -2.91 0.00
H 5.69 -2.22 -3.19 0.00
H 3.30 -2.57 -2.81 0.00
H -2.49 -3.82 1.63 0.01
H -2.30 -4.86 3.80 0.00
H -0.65 -4.04 5.42 0.00
H 0.62 -1.98 4.93 0.00
H 2.75 1.04 2.06 -0.02
H 4.56 2.24 3.27 0.00
H 4.72 2.05 5.73 0.00
H 2.78 0.85 6.96 0.00
H 0.95 0.00 5.72 0.00
H 0.35 2.65 3.51 0.00
H -1.40 4.18 4.35 0.00
H -3.62 3.33 5.08 0.00
H -4.10 0.89 4.71 0.00
H -2.46 -0.60 3.72 0.00
C 4.72 -0.87 0.54 0.01
C 3.41 -1.32 1.12 0.01
C 3.18 -2.78 0.79 0.00
O 2.47 -0.41 0.49 0.39
H 5.61 -1.31 0.97 0.00
H 4.85 0.22 0.51 0.00
H 4.69 -1.18 -0.51 0.00
H 3.40 -1.17 2.21 0.01
H 3.28 -2.95 -0.29 0.00
H 2.22 -3.18 1.12 0.01
H 3.92 -3.34 1.33 0.00
```

The multiplicity is 5. The calculation puts the HOMO energy (spin up / spin down) at -9.08 / -10.61 eV. The calculation puts the gap between HOMO and LUMO (spin up / spin down) at 7.24 / 7.02 eV. The charge is +1. Its energy relative to the best compared isomer or geometry (same formula, charge and spin) is 0.3 kcal/mol.